Entry 1:
DFT (wB97M-V/def2-TZVPD) results for a structure of composition C54H51NO3PdS2SbSe4Te.

XYZ file:
```
118
C54H51NO3PdS2SbSe4Te, DFT wB97M-V/def2-TZVPD
Pd 0.399 0.391 -0.015
C -5.930 -8.288 -2.539
C -5.115 -7.080 -2.145
C -5.721 -5.854 -1.935
C -5.078 -4.832 -1.241
C -3.767 -5.041 -0.833
C -3.100 -6.243 -1.149
C -3.758 -7.267 -1.768
S -3.130 -3.669 0.208
O -4.291 -2.811 0.474
C -2.006 -2.981 -1.092
C -0.832 -3.744 -1.191
C 0.272 -3.362 -1.898
C 0.248 -2.082 -2.559
C 1.351 -1.583 -3.287
C 1.242 -0.425 -3.968
C 0.148 0.419 -3.810
C -0.956 -0.038 -3.134
C -0.937 -1.307 -2.448
C -2.059 -1.777 -1.715
C -3.291 -0.921 -1.619
C -4.519 -1.418 -2.236
C -4.586 -2.450 -3.199
C -5.784 -2.795 -3.768
C -6.994 -2.163 -3.419
C -6.938 -1.198 -2.460
C -5.688 -0.752 -1.877
C -5.614 0.380 -1.045
C -4.448 0.917 -0.650
C -3.244 0.242 -0.918
S -1.722 1.053 -0.286
O -1.707 2.460 -0.793
C -2.257 1.149 1.427
C -3.184 0.282 1.984
C -3.706 0.534 3.214
C -3.252 1.627 3.952
C -3.804 1.959 5.302
C -2.300 2.457 3.428
C -1.837 2.257 2.155
H -6.688 -8.381 -1.766
H -5.309 -9.178 -2.569
H -6.325 -8.244 -3.581
H -6.750 -5.677 -2.143
H -5.589 -3.901 -1.020
H -2.094 -6.384 -0.770
H -3.211 -8.201 -1.876
H -0.736 -4.624 -0.573
H 1.176 -3.969 -1.857
H 2.182 -2.231 -3.485
H 2.011 -0.173 -4.709
H 0.097 1.360 -4.300
H -1.854 0.619 -3.071
H -3.664 -2.914 -3.484
H -5.784 -3.578 -4.530
H -7.959 -2.396 -3.895
H -7.873 -0.685 -2.115
H -6.573 0.787 -0.706
H -4.509 1.819 0.005
H -3.454 -0.536 1.380
H -4.458 -0.145 3.642
H -3.261 2.815 5.695
H -3.750 1.157 6.061
H -4.834 2.266 5.187
H -1.896 3.234 4.132
H -1.027 2.870 1.751
Se 0.433 -3.314 7.502
Sb 0.683 -0.879 7.516
Se 2.884 -0.302 8.276
Se -1.321 0.377 8.106
Se -0.081 -0.859 5.074
C 2.933 -2.057 0.506
C 3.518 -0.624 0.475
O 4.725 -0.432 0.561
N 2.575 0.349 0.202
Te 2.930 2.297 0.450
C 3.741 3.065 -1.339
C 3.717 4.453 -1.350
C 3.314 5.317 -0.104
C 3.963 5.140 -2.534
C 4.230 4.490 -3.719
C 4.570 5.201 -5.000
C 4.341 3.076 -3.662
C 4.036 2.341 -2.523
C 4.051 0.845 -2.574
C 4.370 2.524 2.054
C 5.607 3.158 2.084
C 6.327 3.711 0.860
C 6.273 3.309 3.317
C 5.695 2.874 4.511
C 6.206 3.254 5.866
C 4.480 2.180 4.413
C 3.866 1.910 3.200
C 2.626 1.053 3.296
H 1.858 -2.080 0.714
H 3.549 -2.612 1.252
H 3.093 -2.453 -0.498
H 2.258 5.175 0.126
H 3.454 6.341 -0.451
H 3.904 5.119 0.820
H 3.878 6.220 -2.556
H 4.326 4.587 -5.878
H 5.612 5.525 -4.993
H 4.012 6.157 -5.039
H 4.500 2.537 -4.591
H 4.478 0.562 -3.549
H 3.073 0.407 -2.532
H 4.686 0.480 -1.765
H 6.387 2.923 0.103
H 7.296 4.079 1.155
H 5.680 4.484 0.379
H 7.260 3.818 3.299
H 6.914 2.612 6.361
H 5.394 3.423 6.576
H 6.697 4.234 5.761
H 4.130 1.730 5.318
H 1.766 1.560 2.856
H 2.426 0.819 4.348
H 2.703 0.135 2.776
```

The value obtained for the maximum force is 0.041 hartree/bohr. The value obtained for the orbital gap (alpha / beta) is 0.225 / 0.156 hartree. The calculation puts the LUMO energy (alpha / beta) at -0.02449 / -0.08806 hartree. The expectation value of S² is 3.775. The value obtained for the HOMO energy (alpha / beta) is -6.78 / -6.64 eV. The spin multiplicity is 4.

=====

Entry 2:
DFT (wB97M-V/def2-TZVPD) results for a structure of composition C54H52BrN5OS2SbTi.

XYZ file:
```
117
C54H52BrN5OS2SbTi, DFT wB97M-V/def2-TZVPD
Ti 0.649 0.491 2.046
C 0.707 -0.079 6.433
C 0.829 1.261 6.840
C 1.045 2.210 5.877
C 1.148 1.834 4.531
N 0.986 0.517 4.121
C 0.781 -0.386 5.096
C 1.537 2.726 3.479
C 1.887 4.084 3.512
C 2.425 4.649 2.366
C 2.723 3.879 1.246
C 2.369 2.523 1.265
N 1.674 2.046 2.318
C 2.764 1.440 0.402
C 3.723 1.557 -0.616
C 4.207 0.432 -1.233
C 3.710 -0.817 -0.827
C 2.750 -0.876 0.161
N 2.265 0.207 0.780
H 0.559 -0.862 7.159
H 0.764 1.525 7.884
H 1.152 3.252 6.133
H 0.680 -1.424 4.793
H 1.722 4.679 4.391
H 2.659 5.701 2.357
H 3.223 4.314 0.397
H 4.095 2.537 -0.871
H 4.959 0.499 -2.004
H 4.085 -1.725 -1.269
H 2.350 -1.837 0.469
C -2.829 6.879 -1.242
C -3.058 6.261 0.141
C -2.498 7.239 1.183
C -4.569 6.063 0.332
C -2.352 4.919 0.287
C -2.346 4.245 1.506
C -1.686 3.042 1.594
Br -1.672 2.039 3.244
C -0.993 2.415 0.540
O -0.393 1.261 0.804
C -1.053 3.072 -0.711
C -1.709 4.298 -0.776
C -0.364 2.605 -1.994
C -1.296 2.748 -3.209
C 0.080 1.147 -1.970
C 0.874 3.497 -2.166
H -3.239 7.886 -1.262
H -3.328 6.307 -2.020
H -1.768 6.948 -1.469
H -2.944 8.221 1.048
H -1.422 7.332 1.059
H -2.701 6.916 2.198
H -5.088 7.011 0.221
H -4.802 5.660 1.313
H -4.953 5.380 -0.423
H -2.861 4.630 2.371
H -1.719 4.789 -1.733
H -2.242 2.245 -3.027
H -0.825 2.275 -4.067
H -1.493 3.781 -3.475
H -0.775 0.486 -1.852
H 0.779 0.945 -1.167
H 0.573 0.898 -2.908
H 0.588 4.540 -2.268
H 1.444 3.207 -3.044
H 1.510 3.401 -1.289
N -2.475 -0.546 1.510
C -1.653 -1.495 1.984
N -0.391 -1.292 2.274
C 0.250 -2.478 2.556
C 1.619 -2.632 2.764
C 2.118 -3.911 2.928
C 1.283 -5.024 2.917
C -0.081 -4.888 2.733
C -0.583 -3.612 2.553
S -2.230 -3.133 2.228
H -1.992 0.243 1.079
H -3.346 -0.840 1.095
H 2.259 -1.750 2.793
H 3.179 -4.044 3.066
H 1.708 -6.006 3.059
H -0.732 -5.747 2.702
S -0.207 -1.903 -0.597
Sb -0.074 -3.600 -2.072
C -1.996 -4.547 -2.087
C -2.354 -5.515 -3.008
C -3.624 -6.068 -2.950
C -4.525 -5.663 -1.979
C -4.160 -4.696 -1.057
C -2.897 -4.136 -1.120
C 0.466 -2.794 -3.985
C -0.397 -1.878 -4.563
C -0.019 -1.211 -5.716
C 1.224 -1.456 -6.278
C 2.082 -2.373 -5.696
C 1.706 -3.045 -4.544
C 1.354 -5.039 -1.355
C 0.877 -6.196 -0.768
C 1.764 -7.108 -0.224
C 3.125 -6.856 -0.264
C 3.597 -5.680 -0.820
C 2.712 -4.762 -1.360
H -1.657 -5.839 -3.767
H -3.911 -6.820 -3.671
H -5.512 -6.100 -1.943
H -4.855 -4.376 -0.293
H -2.602 -3.371 -0.415
H -1.367 -1.691 -4.118
H -0.689 -0.497 -6.171
H 1.524 -0.927 -7.170
H 3.051 -2.563 -6.134
H 2.369 -3.775 -4.100
H -0.188 -6.393 -0.752
H 1.393 -8.018 0.220
H 3.818 -7.574 0.145
H 4.658 -5.479 -0.841
H 3.078 -3.840 -1.793
```

The value obtained for the maximum force is 0.050 hartree/bohr. The value obtained for the orbital gap (alpha / beta) is 0.190 / 0.189 hartree. The charge is +1. The calculation puts the LUMO energy (alpha / beta) at -0.10159 / -0.10158 hartree. The energy relative to the best compared isomer or geometry (same formula, charge and spin) comes out at 213.83 kJ/mol. The value obtained for the HOMO energy (alpha / beta) is -7.93 / -7.92 eV.